No. 1
A 2-piece molecular cluster, C2H10NS3 overall, computed with ωB97M-V/def2-TZVPD.

```
16
C2H10NS3, DFT ωB97M-V/def2-TZVPD
S -0.10162 -2.82800 -0.30407
S -1.78373 -1.59925 -0.10033
H 0.73431 -1.95174 -0.88931
H -1.93684 -1.25235 -1.38917
C 1.14671 0.90096 0.81392
C 0.23509 1.99447 0.27711
S 0.96650 2.88625 -1.10382
N 0.38141 0.03512 1.78535
H 1.98746 1.30974 1.36085
H 1.52196 0.25222 0.02780
H -0.00150 2.73136 1.04622
H -0.71167 1.53683 -0.01386
H 0.91207 1.86758 -1.97382
H 0.97033 -0.67384 2.22892
H -0.42324 -0.43436 1.32015
H -0.01852 0.62596 2.51912
```

The orbital gap is 9.58 eV. As for the energy above the lowest of the compared OMol25 structures with the same formula, charge and spin: 1.4 kcal/mol. The net charge is +1. The HOMO energy comes out at -0.4795 hartree. The calculation puts the lowest unoccupied orbital energy at -0.12749 Ha.

***

No. 2
A 7-piece molecular cluster, C51H47BrIN8O14 overall at a distorted geometry, computed with ωB97M-V/def2-TZVPD.

```
122
C51H47BrIN8O14, DFT ωB97M-V/def2-TZVPD
C 4.65000 -0.53589 -2.06678
C 3.21308 0.03211 -1.57312
C 2.33993 0.71083 -2.65783
C 0.96587 1.30007 -2.25785
C 0.52742 1.16745 -0.77085
C -0.93400 1.75378 -0.37545
C -1.97100 0.54648 -0.75245
C -2.55510 0.69968 -2.26642
I -1.67927 -0.83197 -3.60772
C 1.46624 0.45854 0.25255
N 2.74269 -0.07177 -0.20823
Br 3.78664 -0.93828 1.08884
H 4.52564 -1.54985 -2.58331
H 4.97351 0.19803 -2.90100
H 5.41129 -0.53932 -1.21465
H 2.71609 0.76063 -3.72920
H 0.24134 1.81227 -2.98642
H -1.11368 2.67814 -1.03495
H -0.96735 2.01075 0.74924
H -1.38648 -0.45065 -0.74214
H -2.84561 0.46891 -0.02460
H -3.68280 0.49461 -2.22104
H -2.28883 1.70081 -2.74414
H 1.08679 0.38007 1.32218
C 2.84184 2.64088 4.93417
C 2.11770 3.69842 5.47445
C 1.11918 4.31322 4.72691
C 0.85060 3.85616 3.43645
C 1.57821 2.80296 2.88802
C 2.57662 2.19594 3.64217
N -0.21543 4.48137 2.65417
O -0.81988 5.41456 3.15742
O -0.44570 4.02854 1.53595
H 3.61683 2.15974 5.52324
H 2.32970 4.04192 6.48126
H 0.56252 5.13621 5.16120
H 1.37972 2.44534 1.88392
H 3.14727 1.37225 3.22449
C -0.48109 -7.40027 -6.22094
C -1.43703 -6.79234 -7.03003
C -1.78635 -5.46336 -6.81727
C -1.16715 -4.74988 -5.79182
C -0.21460 -5.35514 -4.97328
C 0.12607 -6.68550 -5.19203
N -1.51318 -3.34430 -5.58044
O -2.36378 -2.85138 -6.30155
O -0.92251 -2.73430 -4.68612
H -0.20698 -8.43663 -6.39382
H -1.90782 -7.35490 -7.82935
H -2.53246 -5.00156 -7.45470
H 0.26809 -4.80847 -4.17035
H 0.86819 -7.16560 -4.56295
C -0.39076 7.77465 -1.22785
C 0.02205 6.65383 -0.51256
C 0.89238 5.73835 -1.09428
C 1.34744 5.95824 -2.39464
C 0.93145 7.07474 -3.11844
C 0.05883 7.98320 -2.52907
N 2.28325 5.01032 -3.00250
O 2.61223 4.03131 -2.34389
O 2.68705 5.25044 -4.13205
H -1.06597 8.49020 -0.76833
H -0.33305 6.49577 0.50063
H 1.20632 4.86919 -0.52604
H 1.27659 7.25057 -4.13160
H -0.26886 8.85700 -3.08229
C -1.83812 -2.73084 4.63864
C -1.00229 -2.56923 5.74047
C -0.54595 -1.30223 6.08943
C -0.93766 -0.20152 5.32851
C -1.76833 -0.35793 4.21949
C -2.21736 -1.62870 3.87637
N -0.48141 1.13792 5.70403
O 0.26197 1.23899 6.66991
O -0.87353 2.08190 5.02991
H -2.19622 -3.71937 4.37312
H -0.70929 -3.43169 6.32934
H 0.10445 -1.19003 6.95003
H -2.07344 0.49306 3.61962
H -2.86607 -1.76109 3.01739
C -6.70163 -3.68682 -1.07205
C -6.84928 -3.07734 0.17066
C -5.92449 -3.32132 1.18052
C -4.85106 -4.17579 0.93251
C -4.70194 -4.79500 -0.30730
C -5.63331 -4.54711 -1.31011
N -3.86094 -4.41589 1.98448
O -4.03415 -3.86955 3.06686
O -2.91447 -5.14455 1.72219
H -7.42258 -3.48958 -1.85977
H -7.68476 -2.40897 0.35094
H -6.05097 -2.84016 2.14434
H -3.87245 -5.46479 -0.50660
H -5.52511 -5.02158 -2.27979
C 6.36579 5.16179 -6.13037
C 5.44521 6.07111 -5.61722
C 5.71483 7.43508 -5.66220
C 6.90912 7.87792 -6.22814
C 7.83794 6.97215 -6.73662
C 7.56144 5.60974 -6.68503
N 7.18567 9.31495 -6.30023
O 6.35594 10.07907 -5.82690
O 8.22763 9.66843 -6.83260
H 6.14972 4.09787 -6.09879
H 4.51516 5.71657 -5.18451
H 4.98956 8.13340 -5.25915
H 8.77162 7.30848 -7.17419
H 8.27654 4.89611 -7.08086
C -2.94786 -9.16192 6.85435
C -1.87509 -8.68892 7.60458
C -1.74863 -7.32714 7.85766
C -2.70690 -6.44705 7.35715
C -3.77919 -6.91362 6.59893
C -3.89582 -8.27685 6.34862
N -2.59203 -5.01502 7.64210
O -1.62686 -4.63817 8.29517
O -3.46792 -4.27682 7.21507
H -3.04632 -10.22642 6.66357
H -1.13846 -9.38331 7.99502
H -0.90824 -6.97150 8.44364
H -4.52626 -6.23480 6.20189
H -4.72829 -8.65106 5.76206
```

The orbital gap is 7.16 eV. The net charge is +1. The HOMO energy comes out at -0.4090 hartree. The calculation puts the lowest unoccupied orbital energy at -0.14590 Ha.

***

No. 3
BeH8O4 as an isolated structure at a distorted geometry, computed with ωB97M-V/def2-TZVPD.

```
13
BeH8O4, DFT ωB97M-V/def2-TZVPD
Be -0.03315 -0.09746 0.07000
O 1.32785 0.52154 0.79800
H 1.45585 1.43654 0.42800
H 2.20685 0.05654 0.66400
O -1.07315 -0.36346 1.36200
H -2.05215 -0.38646 1.09100
H -1.02115 0.10054 2.23900
O 0.36285 -1.38846 -0.92100
H -0.06115 -2.14646 -1.36300
H 1.31185 -1.67146 -0.95800
O -0.68315 1.02754 -0.86300
H -1.53415 1.49554 -0.88100
H -0.20715 1.41554 -1.66600
```

The orbital gap is 14.61 eV. As for the energy above the lowest of the compared OMol25 structures with the same formula, charge and spin: 10.7 kcal/mol. The net charge is +2. The HOMO energy comes out at -0.8446 hartree. The calculation puts the lowest unoccupied orbital energy at -0.30785 Ha.

***

No. 4
C18H23Br2CaN5O2 as an isolated structure, computed with ωB97M-V/def2-TZVPD.

```
51
C18H23Br2CaN5O2, DFT ωB97M-V/def2-TZVPD
Ca -1.69132 -0.62922 -0.88532
O 0.14703 3.08330 3.09296
C 0.25742 1.88107 3.66271
C 0.90585 1.83178 4.90364
C 1.06428 0.63445 5.56051
C 0.58052 -0.55570 5.00701
C -0.04910 -0.51763 3.78537
C -0.21651 0.68746 3.08185
C -0.82640 0.63969 1.74316
O -1.08004 -0.51985 1.23963
N -1.04353 1.77960 1.09844
N -1.54539 1.53101 -0.15182
C -1.87365 2.49945 -0.91326
C -2.43236 2.19622 -2.24866
C -2.76041 3.24357 -3.09579
C -3.32670 2.96176 -4.33355
C -3.54993 1.64026 -4.67521
C -3.18733 0.65236 -3.77091
N -2.63536 0.90037 -2.58655
H -0.35153 3.00135 2.25090
H 1.26042 2.75999 5.32973
H 1.55368 0.61902 6.52532
H 0.67607 -1.48564 5.54982
H -0.46309 -1.41951 3.35238
H -1.78364 3.53724 -0.60012
H -2.58332 4.26387 -2.78589
H -3.59571 3.76353 -5.00739
H -4.00507 1.36725 -5.61615
H -3.36437 -0.39227 -4.00657
Br 0.52130 -0.36774 -3.77266
C -0.49535 -1.81627 -4.50952
Br -1.46954 -2.86456 -3.19044
H 0.18219 -2.50370 -4.99938
H -1.23185 -1.41057 -5.19072
N 3.42715 -1.98323 0.90762
C 2.53684 -3.16756 0.61552
C 1.62377 -2.84230 -0.55855
N 0.84757 -1.62591 -0.33557
C 1.74159 -0.48597 -0.09573
C 2.64233 -0.70956 1.10814
H 4.08889 -1.85619 0.13765
H 3.98967 -2.17423 1.73931
H 1.97065 -3.35071 1.52927
H 3.18215 -4.02239 0.41949
H 0.95496 -3.68791 -0.72096
H 2.20851 -2.72521 -1.47610
H 0.29228 -1.72921 0.51660
H 1.15729 0.41615 0.09216
H 2.33166 -0.30548 -0.99928
H 2.05893 -0.83972 2.02248
H 3.35851 0.09751 1.25440
```

The orbital gap is 7.06 eV. As for the energy above the lowest of the compared OMol25 structures with the same formula, charge and spin: 9.4 kcal/mol. The net charge is +2. The HOMO energy comes out at -0.4757 hartree. The calculation puts the lowest unoccupied orbital energy at -0.21619 Ha.